(a)
Density functional theory data (ωB97M-V/def2-TZVPD) for a gas-phase ion, C3H5N2O (charge +1).

The geometry in ORCA input format:
```
! RIJCOSX wB97M-V def2-TZVPD def2/J DEFGRID3
* xyz 1 1
C 0.758 0.520 0.960
C -0.197 0.182 -1.188
C -1.128 -1.389 0.077
N 0.093 0.994 -0.042
N 1.651 0.448 1.681
O -1.318 -0.658 -0.962
H -0.310 0.876 -2.028
H 0.689 -0.417 -1.239
H -1.926 -2.142 0.239
H -0.519 1.678 0.229
H 2.206 -0.090 2.272
*
```



(b)
Density functional theory data (ωB97M-V/def2-TZVPD) for 2 unconnected molecules or ions with the total composition C3H5N2O.

The geometry in ORCA input format:
```
! RIJCOSX wB97M-V def2-TZVPD def2/J DEFGRID3
* xyz 1 1
C -0.556 -0.955 0.787
C 0.834 0.720 -0.646
C -1.556 -0.213 1.427
N -2.559 0.627 1.456
N 1.847 -0.241 -1.119
O -0.411 -0.396 2.127
H -3.283 0.567 0.750
H -3.003 1.063 2.246
H 1.413 -0.657 -2.002
H 1.896 -0.871 -0.370
H 2.764 0.092 -1.547
*
```



(c)
Density functional theory data (ωB97M-V/def2-TZVPD) for 2 unconnected molecules or ions with the total composition C3H5N2O.

The geometry in ORCA input format:
```
! RIJCOSX wB97M-V def2-TZVPD def2/J DEFGRID3
* xyz 1 1
C 1.042 0.280 -0.373
C -1.915 0.068 0.566
C 1.112 -0.661 0.649
N -1.643 0.290 -0.607
N 1.375 0.900 -1.283
O -2.084 -0.055 1.697
H 0.390 -1.471 0.491
H 0.836 -0.124 1.564
H 2.148 -1.091 0.712
H -2.410 0.433 -1.267
H 1.148 1.431 -2.149
*
```



Short version: (b) is the least stable of them.



(a)
Density functional theory data (ωB97M-V/def2-TZVPD) for 3 unconnected molecules or ions with the total composition C3H10NO3S.

The geometry in ORCA input format:
```
! RIJCOSX wB97M-V def2-TZVPD def2/J DEFGRID3
* xyz -1 1
O 2.645 -0.964 0.484
C 1.475 -0.853 0.309
N 0.960 0.285 -0.288
C -0.399 0.360 -0.678
C -0.923 1.714 -1.306
S -1.073 2.814 0.158
H 0.797 -1.728 0.103
H 1.578 1.085 -0.449
H -1.145 -0.045 0.035
H -0.474 -0.341 -1.416
H -1.843 1.305 -1.703
H -0.146 2.225 -1.997
H -2.727 -1.698 -0.225
H -1.425 -2.572 0.283
O -1.935 -2.270 -0.507
H 2.311 0.312 2.223
H 0.854 0.556 2.518
O 1.469 -0.184 2.456
*
```



(b)
Density functional theory data (ωB97M-V/def2-TZVPD) for 3 unconnected molecules or ions with the total composition C3H10NO3S.

The geometry in ORCA input format:
```
! RIJCOSX wB97M-V def2-TZVPD def2/J DEFGRID3
* xyz -1 1
O 0.987 0.823 -0.683
C 0.777 -0.304 -1.129
C -0.648 -0.822 -1.315
C -1.018 -1.618 -0.067
S 0.618 -1.979 0.737
N -1.525 0.261 -1.748
H 1.562 -0.755 -1.754
H -0.660 -1.550 -2.111
H -1.615 -1.085 0.667
H -1.406 -2.595 -0.334
H -1.398 1.081 -1.156
H -2.478 -0.039 -1.572
H 0.297 0.649 2.541
H 0.948 0.975 1.281
O 0.905 1.319 2.198
H 0.222 2.788 -0.079
H -0.261 3.244 1.239
O -0.536 3.208 0.314
*
```



Short version: (a) is the least stable of them.



(a)
Density functional theory data (ωB97M-V/def2-TZVPD) for 2 unconnected molecules or ions with the total composition C4H8Cl2O.

## Properties
- SMILES: CC(C)=O.ClCCl

The geometry in ORCA input format:
```
! RIJCOSX wB97M-V def2-TZVPD def2/J DEFGRID3
* xyz 0 1
C 0.393 -2.793 0.280
Cl 1.560 -1.814 1.281
Cl -0.865 -3.311 1.335
H -0.082 -2.163 -0.471
H 0.907 -3.679 -0.164
C 0.522 2.396 -0.033
C 0.180 1.094 -0.697
O 0.915 0.474 -1.442
C -1.144 0.467 -0.276
H 0.191 3.202 -0.573
H 1.566 2.479 0.194
H 0.014 2.517 0.927
H -0.965 0.301 0.814
H -1.305 -0.418 -0.823
H -1.888 1.248 -0.350
*
```



(b)
Density functional theory data (ωB97M-V/def2-TZVPD) for 2 unconnected molecules or ions with the total composition C4H8Cl2O.

The geometry in ORCA input format:
```
! RIJCOSX wB97M-V def2-TZVPD def2/J DEFGRID3
* xyz 0 1
C -1.768 -1.762 0.253
C -0.403 1.683 0.152
C -1.400 -0.455 0.744
C 2.451 0.677 -0.750
O -0.987 0.434 -0.083
Cl 3.910 0.590 0.235
Cl 2.213 -0.994 -1.425
H -2.438 -1.719 -0.641
H -2.226 -2.316 1.003
H -0.780 -2.388 -0.033
H 2.546 1.279 -1.719
H -0.782 2.452 -0.488
H -0.257 1.836 1.180
H -1.512 -0.204 1.732
H 1.433 0.885 -0.162
*
```



Short version: (b) is the least stable of them.



(a)
Density functional theory data (ωB97M-V/def2-TZVPD) for C5H7Br in the gas phase.

## Properties
- SMILES: CC1(C)C=C1Br

The geometry in ORCA input format:
```
! RIJCOSX wB97M-V def2-TZVPD def2/J DEFGRID3
* xyz 0 1
C -0.913 0.241 1.316
C -1.541 0.063 0.184
C 0.030 0.057 0.105
C 0.742 -1.258 -0.108
C 0.597 1.274 -0.572
Br -3.079 -0.143 -0.861
H -0.971 0.353 2.335
H 1.194 -1.490 -1.047
H 0.085 -2.245 0.051
H 1.547 -1.512 0.622
H 1.539 1.451 0.010
H -0.103 2.097 -0.385
H 0.874 1.112 -1.651
*
```



(b)
Density functional theory data (ωB97M-V/def2-TZVPD) for 2 unconnected molecules or ions with the total composition C5H7Br.

The geometry in ORCA input format:
```
! RIJCOSX wB97M-V def2-TZVPD def2/J DEFGRID3
* xyz 0 1
C 0.203 -3.105 -0.047
C 0.289 -1.937 -0.002
C 0.228 0.928 -1.188
C 0.113 0.939 1.270
C -0.518 0.572 0.028
Br -2.314 0.370 -0.015
H 0.007 -4.170 -0.318
H -0.362 0.663 -2.057
H 0.497 2.026 -1.281
H 1.186 0.370 -1.117
H -0.270 2.037 1.511
H -0.287 0.386 2.170
H 1.228 0.923 1.045
*
```



Short version: (b) is the least stable of them.



(a)
Density functional theory data (ωB97M-V/def2-TZVPD) for C5H7Br in the gas phase.

The geometry in ORCA input format:
```
! RIJCOSX wB97M-V def2-TZVPD def2/J DEFGRID3
* xyz 0 1
C -1.091 0.828 -0.245
C -1.094 -0.690 0.067
C 0.307 0.897 0.406
C 0.310 -0.539 0.671
C 1.310 -0.709 -0.546
Br 3.134 -0.410 -0.335
H -0.995 1.159 -1.243
H -1.928 1.367 0.310
H -1.714 -1.007 0.849
H -0.947 -1.445 -0.692
H 0.873 1.815 0.725
H 0.798 -0.916 1.482
H 1.038 -0.351 -1.451
*
```



(b)
Density functional theory data (ωB97M-V/def2-TZVPD) for C5H7Br in the gas phase.

The geometry in ORCA input format:
```
! RIJCOSX wB97M-V def2-TZVPD def2/J DEFGRID3
* xyz 0 1
C 0.298 -0.218 0.554
C 0.101 0.194 -0.715
C 0.188 0.763 1.710
C 0.801 2.093 1.236
C 0.053 -0.531 -1.987
Br -0.270 2.090 -0.618
H 0.412 -1.323 0.576
H -0.833 1.056 1.960
H 0.716 0.496 2.641
H 0.295 2.921 1.697
H -0.088 -1.579 -1.667
H 0.909 -0.424 -2.683
H -0.968 -0.241 -2.462
*
```



Short version: (b) is the least stable of them.



(a)
Density functional theory data (ωB97M-V/def2-TZVPD) for 2 unconnected molecules or ions with the total composition C4H5N3S.

The geometry in ORCA input format:
```
! RIJCOSX wB97M-V def2-TZVPD def2/J DEFGRID3
* xyz 0 1
C -0.894 1.581 -0.028
C -0.455 -0.974 1.805
C 1.217 -0.791 -1.555
C -0.669 0.438 -0.696
N -1.039 2.569 0.509
N -0.665 0.002 2.454
N 0.633 0.217 -1.000
S -0.243 -2.471 1.422
H 0.562 -1.495 -1.883
H 2.327 -0.759 -1.740
H -1.454 -0.306 -1.011
H -0.457 0.972 2.255
H 1.137 1.016 -0.532
*
```



(b)
Density functional theory data (ωB97M-V/def2-TZVPD) for C4H5N3S in the gas phase.

## Properties
- SMILES: Nc1n[nH]ccc1=S

The geometry in ORCA input format:
```
! RIJCOSX wB97M-V def2-TZVPD def2/J DEFGRID3
* xyz 0 1
C -0.274 -1.570 -0.008
C 1.050 -1.466 0.004
C -1.076 -0.431 0.073
C -0.048 1.159 -0.055
N 1.224 1.030 -0.062
N 1.758 -0.279 0.054
N -0.922 2.130 0.022
S -2.683 -0.033 0.106
H -0.698 -2.561 -0.195
H 1.715 -2.336 -0.038
H 2.782 -0.546 0.105
H -1.983 1.733 -0.019
H -0.845 3.171 0.014
*
```



(c)
Density functional theory data (ωB97M-V/def2-TZVPD) for a molecular structure, C4H5N3S.

The geometry in ORCA input format:
```
! RIJCOSX wB97M-V def2-TZVPD def2/J DEFGRID3
* xyz 0 1
C -1.090 1.370 -0.260
C 0.915 1.222 -0.574
C 0.520 -0.190 -0.211
C 1.455 -1.183 -0.079
H -1.714 -1.720 0.337
H -1.536 -0.968 1.787
H -2.064 1.729 -0.212
H 2.470 -0.944 -0.254
H 1.258 -2.238 0.237
N -1.699 -0.836 0.727
N -0.828 -0.011 0.013
N -0.135 2.118 -0.552
S 2.448 1.652 -0.959
*
```



Short version: (a) is the least stable of them.